14
Properties=species:S:1:pos:R:3:forces:R:3:nbo_charge:R:1 method="wB97M-V/def2-TZVPD" gap_ev=8.72 charge=0 energy_ha=-411.84711
C 2.554 -0.130 0.355 1.364 -0.709 0.659 -0.51
C 0.206 -0.551 -0.159 1.334 -2.522 1.267 0.32
C -1.080 -1.393 -0.286 -0.696 6.662 1.993 -0.07
H 2.674 1.200 -0.133 -0.171 -4.399 1.654 0.19
H 2.351 -0.093 1.744 0.869 0.094 -4.486 0.22
H 3.542 -0.961 0.004 -2.477 3.514 1.587 0.25
H -0.913 -2.354 -0.634 -1.028 -1.892 -0.429 0.23
H 1.023 1.197 -1.173 -3.288 2.715 2.103 0.39
H 0.300 2.690 -0.104 0.043 -3.201 -1.216 0.39
N 1.477 -1.008 -0.215 -3.577 2.822 0.351 -0.49
N -2.155 -0.605 0.102 4.272 -2.608 -1.580 -0.02
N -0.214 0.684 0.362 -0.482 1.006 -0.891 -0.04
N 0.100 1.706 -0.595 3.352 0.271 -0.872 -0.67
O -1.689 0.666 0.406 0.485 -1.752 -0.142 -0.20

---

160
Properties=species:S:1:pos:R:3:forces:R:3:mulliken_charge:R:1 method="wB97M-V/def2-TZVPD" gap_ev=8.63 smiles="CCCCN(CCCCP(F)C[C@@H]1CO1)C(=S)SCCC.CC(C)=O.CC(C)=O.CC(C)=O.CC(C)=O.CC(C)=O.CC(C)=O.CC(C)=O.CC(C)=O.CC(C)=O.CC(C)=O.CC(C)=O" charge=0 energy_ha=-4081.05548
C -5.752 -0.355 -0.510 0.139 0.438 0.100 -1.12
C -4.987 0.203 0.700 -0.166 0.225 -0.317 -0.21
C -3.707 0.943 0.281 -0.253 -0.651 -0.052 -0.21
C -2.637 0.919 1.356 -0.541 0.452 0.020 -1.06
N -2.279 -0.439 1.807 0.043 -0.253 0.107 1.05
C -1.107 -0.992 1.086 0.159 0.135 -0.560 -1.07
C -1.344 -1.395 -0.370 -0.676 0.045 0.106 -1.40
C -2.619 -2.184 -0.775 0.751 0.109 0.098 -0.89
C -3.299 -3.112 0.222 -0.361 -0.676 -0.813 -0.84
P -2.251 -4.465 0.871 0.317 0.579 1.136 -0.26
F -1.636 -5.147 -0.459 -0.386 -0.040 -0.399 -0.13
C -3.567 -5.684 1.334 0.055 0.123 0.590 -0.95
C -3.233 -6.477 2.585 1.363 1.173 0.065 0.47
C -1.782 -6.795 2.790 -1.959 -2.615 -0.991 -0.79
O -2.873 -7.771 2.369 -0.349 -0.802 -0.114 -0.51
C -1.924 -0.403 3.175 0.393 0.209 0.584 0.21
S -0.841 0.649 3.788 0.406 0.345 -0.053 -0.27
S -2.746 -1.570 4.158 0.021 -0.317 -0.674 -0.17
C -1.786 -1.644 5.673 -0.218 -0.334 0.954 -0.71
C -1.329 -3.067 6.022 0.234 -0.236 -0.392 -0.14
C 0.197 -3.217 6.055 -0.058 -0.103 0.083 -1.16
H -5.414 0.163 -1.404 -0.020 0.010 -0.222 0.18
H -6.810 -0.130 -0.424 -0.235 -0.248 0.043 0.27
H -5.607 -1.420 -0.663 -0.043 -0.182 0.034 0.23
H -5.641 0.914 1.194 -0.055 0.110 0.222 0.55
H -4.767 -0.563 1.435 0.101 -0.255 0.029 -0.02
H -3.348 0.526 -0.659 0.171 0.016 -0.067 -0.21
H -4.000 1.968 0.071 0.266 0.262 -0.081 0.61
H -1.762 1.511 1.085 0.148 -0.117 -0.110 -0.18
H -3.090 1.420 2.210 0.054 0.045 0.213 0.58
H -0.357 -0.199 1.060 0.144 0.051 0.070 0.15
H -0.640 -1.799 1.637 -0.391 -0.337 0.323 0.84
H -1.367 -0.463 -0.931 0.100 0.054 -0.274 0.26
H -0.473 -1.945 -0.721 0.251 -0.009 0.156 0.84
H -2.338 -2.823 -1.611 0.068 0.017 -0.226 0.65
H -3.320 -1.471 -1.191 -0.414 -0.023 0.161 0.24
H -3.752 -2.625 1.078 0.184 0.258 0.306 0.27
H -4.126 -3.586 -0.317 -0.155 0.004 -0.030 0.78
H -4.490 -5.155 1.557 -0.221 0.151 -0.495 0.36
H -3.695 -6.438 0.562 -0.242 0.203 -0.401 0.38
H -3.806 -6.249 3.468 -0.336 -0.094 0.285 0.39
H -1.215 -6.780 1.876 0.989 0.697 0.386 0.29
H -1.479 -7.360 3.654 0.930 1.119 0.606 0.44
H -2.420 -1.279 6.475 -0.168 0.222 0.013 0.43
H -0.927 -0.985 5.647 -0.071 0.270 -0.416 0.39
H -1.742 -3.401 6.968 -0.164 0.182 0.174 0.36
H -1.725 -3.740 5.272 -0.136 -0.313 -0.105 0.09
H 0.509 -3.856 6.875 0.059 -0.041 0.166 0.34
H 0.585 -3.680 5.155 0.037 0.065 -0.296 0.28
H 0.678 -2.251 6.172 0.156 0.068 0.088 0.31
C 0.085 -6.134 -3.014 0.134 0.161 -0.113 -0.60
C 1.561 -6.430 -3.093 -0.054 -0.015 -0.022 0.74
C 2.020 -7.759 -2.544 0.065 0.389 -0.204 -0.97
O 2.342 -5.637 -3.573 0.003 0.016 0.000 -0.62
H -0.109 -5.151 -3.441 0.002 0.008 0.001 0.18
H -0.475 -6.880 -3.580 -0.043 -0.048 0.101 0.27
H -0.241 -6.137 -1.976 -0.058 -0.134 -0.006 0.09
H 1.536 -8.571 -3.088 -0.084 -0.041 0.124 0.33
H 1.770 -7.831 -1.486 -0.098 -0.113 -0.023 0.28
H 3.092 -7.851 -2.658 0.051 0.006 -0.006 0.35
C 1.860 3.211 1.631 -0.113 -0.048 -0.349 -1.38
C 1.312 2.115 0.755 0.068 0.083 0.075 1.31
C 2.091 0.822 0.710 -0.181 -0.039 -0.203 -1.30
O 0.293 2.259 0.113 0.030 -0.033 -0.090 -0.60
H 1.211 4.078 1.574 -0.030 0.016 0.025 0.28
H 1.903 2.874 2.665 0.121 0.006 0.021 0.35
H 2.861 3.492 1.294 0.068 -0.126 0.102 0.38
H 2.148 0.385 1.709 0.142 0.057 0.021 0.34
H 3.102 1.007 0.339 0.069 0.006 0.173 0.39
H 1.592 0.119 0.044 0.027 0.014 -0.017 0.30
C 3.522 3.290 -2.578 0.111 0.095 0.191 -1.11
C 4.877 2.633 -2.500 -0.071 0.015 -0.003 0.91
C 5.109 1.429 -3.381 0.222 0.038 0.129 -1.29
O 5.737 3.054 -1.761 0.102 -0.086 0.109 -0.53
H 3.492 4.139 -1.899 0.000 0.012 -0.006 0.22
H 3.332 3.644 -3.593 -0.097 -0.112 -0.025 0.41
H 2.749 2.575 -2.290 -0.067 0.001 -0.155 0.37
H 4.989 1.705 -4.430 -0.138 -0.060 -0.005 0.34
H 4.397 0.641 -3.133 -0.085 0.031 -0.120 0.34
H 6.119 1.056 -3.226 0.005 0.005 0.008 0.33
C 6.043 8.385 -1.910 -0.132 -0.006 -0.312 -1.06
C 5.513 7.299 -2.811 0.047 0.032 -0.041 0.83
C 6.303 6.014 -2.869 -0.199 0.044 -0.144 -0.83
O 4.498 7.444 -3.456 -0.024 -0.026 0.005 -0.58
H 5.386 9.247 -1.954 -0.020 0.016 0.036 0.24
H 6.084 8.031 -0.882 0.128 0.015 0.025 0.30
H 7.043 8.682 -2.234 0.062 -0.100 0.100 0.37
H 6.350 5.561 -1.879 0.147 -0.011 -0.005 0.19
H 7.313 6.209 -3.233 0.055 0.004 0.148 0.45
H 5.811 5.321 -3.547 0.002 -0.008 -0.007 0.13
C -2.626 -4.895 -5.606 0.030 -0.191 0.139 -1.17
C -1.646 -5.749 -6.376 0.004 0.039 0.006 0.91
C -1.129 -5.191 -7.680 0.102 -0.205 0.015 -1.17
O -1.292 -6.828 -5.965 -0.015 -0.071 -0.022 -0.54
H -2.915 -5.409 -4.693 0.011 -0.010 0.004 0.26
H -2.165 -3.941 -5.345 -0.067 0.069 -0.104 0.29
H -3.517 -4.711 -6.209 0.044 0.135 -0.032 0.46
H -0.608 -4.249 -7.502 -0.108 0.074 -0.042 0.32
H -1.958 -5.019 -8.368 0.000 0.144 0.029 0.34
H -0.437 -5.900 -8.127 0.006 -0.011 0.013 0.31
C 8.427 0.782 1.522 -0.141 -0.160 0.097 -1.09
C 7.393 1.665 2.179 0.005 0.016 -0.006 0.86
C 7.535 3.153 1.965 -0.209 0.005 0.099 -0.93
O 6.495 1.203 2.842 -0.023 -0.014 0.000 -0.56
H 8.211 -0.259 1.751 -0.012 0.000 0.011 0.29
H 8.402 0.921 0.440 0.112 0.092 0.004 0.29
H 9.422 1.030 1.893 0.031 0.076 -0.122 0.34
H 7.473 3.381 0.899 0.131 0.014 -0.009 0.19
H 8.493 3.500 2.356 0.061 -0.007 -0.140 0.36
H 6.732 3.670 2.485 -0.012 -0.012 0.009 0.26
C -3.151 2.097 -3.994 -0.147 -0.143 0.094 -1.10
C -4.154 3.039 -3.370 0.038 -0.020 0.014 0.91
C -3.841 4.514 -3.444 -0.201 -0.008 0.120 -1.18
O -5.156 2.629 -2.835 -0.051 -0.004 0.023 -0.52
H -3.494 1.072 -3.871 -0.016 -0.001 0.011 0.23
H -3.047 2.313 -5.058 0.126 0.071 0.020 0.43
H -2.181 2.209 -3.507 0.048 0.077 -0.099 0.26
H -3.766 4.830 -4.486 0.149 0.002 0.006 0.36
H -2.898 4.722 -2.936 0.073 0.003 -0.125 0.30
H -4.637 5.076 -2.960 -0.012 -0.011 0.005 0.31
C -1.787 4.188 4.501 0.187 -0.087 -0.093 -0.57
C -0.569 5.012 4.171 -0.059 -0.132 0.024 0.80
C -0.714 6.515 4.180 0.264 -0.033 -0.070 -1.19
O 0.478 4.471 3.901 0.034 0.260 0.151 -0.52
H -1.500 3.142 4.431 -0.147 -0.012 0.051 -0.22
H -2.146 4.407 5.508 -0.084 0.082 -0.051 0.40
H -2.581 4.393 3.781 -0.083 0.055 0.098 0.31
H -1.013 6.855 5.172 -0.141 0.016 -0.040 0.35
H -1.466 6.822 3.451 -0.104 0.014 0.104 0.33
H 0.239 6.972 3.920 0.010 -0.010 0.000 0.26
C 3.029 9.342 1.952 0.121 -0.159 -0.134 -1.06
C 4.088 10.175 1.269 -0.028 -0.005 0.014 0.71
C 4.112 11.650 1.593 0.178 -0.027 -0.161 -1.12
O 4.879 9.684 0.498 -0.042 0.072 0.161 -0.48
H 3.122 8.307 1.633 0.008 -0.002 -0.009 0.29
H 3.154 9.394 3.035 -0.109 0.094 0.013 0.34
H 2.037 9.709 1.686 -0.014 0.069 0.125 0.34
H 4.281 11.796 2.661 -0.142 0.027 0.024 0.33
H 3.163 12.110 1.313 -0.046 0.001 0.139 0.33
H 4.915 12.129 1.038 0.007 -0.010 -0.009 0.29
C -10.270 1.492 1.145 0.148 -0.135 0.129 -1.21
C -8.957 2.236 1.073 0.000 0.025 -0.040 0.90
C -8.935 3.506 0.257 0.210 -0.014 0.085 -1.14
O -7.970 1.832 1.640 0.016 -0.019 0.041 -0.52
H -10.148 0.603 1.758 0.016 -0.001 0.005 0.30
H -11.036 2.129 1.590 -0.060 0.029 -0.132 0.38
H -10.586 1.194 0.145 -0.095 0.109 -0.008 0.33
H -9.646 4.226 0.665 -0.100 -0.033 -0.104 0.36
H -9.196 3.290 -0.780 -0.123 0.049 0.015 0.32
H -7.937 3.937 0.286 0.014 -0.018 -0.004 0.28
C 4.799 -12.052 -1.738 0.039 0.187 -0.138 -1.12
C 3.822 -11.008 -1.250 0.015 -0.019 -0.005 0.76
C 2.896 -11.412 -0.127 -0.057 0.224 -0.048 -1.03
O 3.781 -9.903 -1.735 0.107 -0.194 0.103 -0.48
H 5.401 -11.635 -2.541 -0.005 0.016 -0.003 0.29
H 5.457 -12.358 -0.923 -0.075 -0.124 0.021 0.33
H 4.260 -12.924 -2.112 0.028 -0.075 0.123 0.34
H 3.476 -11.692 0.754 -0.020 -0.143 -0.025 0.33
H 2.279 -12.257 -0.435 0.081 -0.094 0.076 0.33
H 2.249 -10.576 0.127 0.002 0.010 -0.009 0.23

---

79
Properties=species:S:1:pos:R:3:forces:R:3:mulliken_charge:R:1 method="wB97M-V/def2-TZVPD" gap_ev=4.99 charge=0 energy_ha=-6483.57006
Pd 1.162 -0.626 -0.038 0.176 0.038 -0.442 0.72
N 3.250 -0.111 0.176 -0.134 0.104 -0.028 -0.47
C 3.843 -0.077 1.531 -0.069 -0.031 0.007 -0.84
C 2.824 0.326 2.596 0.005 0.054 -0.116 0.79
C 1.863 -0.826 2.916 -0.029 0.125 -0.004 0.08
O 2.270 -1.716 3.666 -0.046 0.014 0.013 -0.76
O 0.719 -0.803 2.330 0.025 -0.077 0.399 -0.49
H 3.827 -0.662 -0.449 0.015 0.021 -0.011 0.26
H 3.154 0.825 -0.219 0.024 -0.067 0.017 0.25
H 4.692 0.612 1.540 0.023 -0.011 0.040 0.38
H 4.222 -1.074 1.760 -0.008 0.003 0.006 0.38
H 2.269 1.203 2.259 0.016 0.005 0.021 -0.78
H 3.364 0.578 3.510 0.007 -0.015 0.011 0.54
N 1.039 1.246 -0.983 -0.405 0.008 0.013 -1.55
P 0.049 2.225 -0.319 0.540 -0.222 0.100 2.55
C -0.375 3.647 -1.372 -0.064 -0.060 -0.007 -0.08
C -0.141 3.512 -2.737 0.018 0.001 0.010 -0.47
C -0.430 4.560 -3.600 0.003 -0.012 -0.016 -0.76
C -0.955 5.744 -3.103 -0.005 0.020 0.010 -0.49
C -1.179 5.889 -1.740 -0.007 0.005 -0.016 -0.73
C -0.884 4.845 -0.876 -0.010 -0.001 0.023 -0.43
C -1.561 1.493 0.213 -0.045 -0.170 0.140 -0.45
C -2.771 2.128 0.040 -0.147 -0.117 0.081 -0.75
C -3.929 1.584 0.602 0.072 -0.035 0.029 -0.70
C -3.927 0.383 1.324 0.055 0.175 -0.105 -1.05
C -2.747 -0.299 1.436 0.203 0.091 -0.160 -0.31
C -1.509 0.192 0.866 -0.446 0.303 -0.024 1.76
C 0.548 3.043 1.246 -0.029 0.056 -0.036 0.05
C 1.794 3.672 1.210 -0.009 0.002 0.020 -0.47
C 2.313 4.274 2.343 0.029 0.000 -0.024 -0.69
C 1.596 4.247 3.533 -0.014 -0.004 0.022 -0.51
C 0.357 3.628 3.580 0.018 0.005 -0.005 -0.80
C -0.167 3.034 2.438 -0.003 -0.056 0.004 0.21
H 0.294 2.586 -3.095 -0.002 -0.007 -0.001 0.52
H -0.240 4.454 -4.660 -0.002 0.001 -0.001 0.41
H -1.179 6.562 -3.776 -0.001 0.000 -0.001 0.39
H -1.572 6.820 -1.350 0.000 0.002 0.002 0.42
H -1.035 4.969 0.191 -0.001 0.000 0.007 0.43
H -2.822 3.067 -0.495 -0.039 0.008 0.021 0.47
H -4.863 2.123 0.488 -0.008 -0.009 -0.014 0.39
H -4.841 -0.001 1.755 -0.016 0.022 -0.010 0.40
H -2.705 -1.256 1.944 0.030 0.013 0.015 0.46
H -0.714 0.157 1.660 0.180 -0.098 0.039 0.10
H 2.360 3.669 0.284 0.000 0.009 -0.003 0.42
H 3.281 4.757 2.304 -0.001 0.001 0.000 0.43
H 2.006 4.706 4.424 -0.002 0.000 0.000 0.39
H -0.200 3.597 4.508 -0.002 -0.001 -0.001 0.43
H -1.135 2.550 2.497 0.001 0.005 0.005 0.30
C 1.450 -3.896 2.042 0.026 0.027 0.015 -0.58
N 1.120 -4.794 0.940 0.072 -0.031 -0.036 0.25
C 0.635 -6.074 1.086 -0.029 -0.017 0.010 -0.42
C 0.542 -6.612 -0.147 -0.045 -0.016 0.004 -0.51
N 0.974 -5.651 -1.036 0.044 0.003 -0.049 0.26
C 1.035 -5.832 -2.474 -0.008 -0.012 -0.005 -0.94
C 1.338 -4.532 -0.364 -0.126 0.034 0.012 -0.11
Se 1.985 -2.966 -1.120 0.022 0.116 0.163 -0.34
H 1.082 -4.338 2.964 0.006 0.028 0.002 0.18
H 0.995 -2.919 1.905 -0.096 -0.043 -0.031 -0.04
H 2.526 -3.761 2.111 0.022 -0.020 -0.019 0.37
H 0.402 -6.482 2.052 0.003 -0.002 0.000 0.42
H 0.205 -7.580 -0.473 0.005 -0.002 0.006 0.49
H 1.640 -6.707 -2.708 0.005 -0.001 0.000 0.37
H 1.490 -4.946 -2.908 -0.001 -0.001 -0.001 0.31
H 0.031 -5.958 -2.878 0.000 0.001 0.006 0.35
C -1.494 -3.217 -2.238 0.046 0.010 0.009 -1.37
Ge -1.691 -1.317 -1.785 -0.110 0.061 -0.041 0.84
C -0.993 -0.217 -3.234 0.004 -0.052 -0.027 -1.28
C -3.654 -1.049 -1.755 0.048 -0.015 -0.010 -1.54
C -0.820 -0.959 -0.059 0.205 -0.202 -0.074 -1.41
H -2.314 -3.505 -2.899 0.006 -0.014 -0.012 0.46
H -1.532 -3.848 -1.347 0.008 0.012 0.014 0.34
H -0.546 -3.391 -2.744 -0.012 0.008 0.021 0.29
H -1.441 -0.534 -4.178 0.016 0.000 -0.012 0.61
H 0.091 -0.314 -3.284 -0.007 0.014 0.019 0.28
H -1.227 0.834 -3.072 -0.025 0.018 0.011 0.25
H -4.049 -1.450 -2.691 0.005 0.007 0.005 0.46
H -3.940 0.000 -1.696 0.020 0.018 0.010 0.34
H -4.132 -1.588 -0.936 -0.004 -0.008 0.006 0.37
H -0.923 -1.853 0.569 0.004 -0.016 -0.027 0.94

---

no.,HOMO energy (eV)
1,-9.12
2,-8.34
3,-6.78